(1)
Density functional theory data (ωB97M-V/def2-TZVPD) for an isolated molecule of C4H6OS at a distorted geometry.

XYZ file:
```
12
Properties=species:S:1:pos:R:3:forces:R:3:nbo_charge:R:1
C -0.945604 -0.273850 0.398122 2.2 0.4 0.4 0.135
C -0.555243 1.080550 -0.231625 0.3 -2.0 2.6 -0.412
C 0.417712 -0.087316 -0.339189 -1.5 -0.3 -1.7 -0.379
C 1.634968 -0.109427 0.392369 1.0 -0.6 3.3 -0.247
H -1.746811 -1.238538 -1.051604 -0.2 -0.1 0.1 0.472
H -0.733488 -0.429949 1.486652 -0.8 0.3 -1.1 0.196
H -0.197874 1.840450 0.436511 -0.3 0.4 0.2 0.225
H -1.111124 1.373959 -1.054605 -0.7 0.5 -1.6 0.228
H 0.530372 -0.487807 -1.351438 -0.2 0.0 0.2 0.230
H 1.482034 -0.045607 1.569385 0.4 0.3 -2.3 0.191
O -1.896085 -1.168425 -0.099309 0.3 0.7 -0.1 -0.677
S 3.121146 -0.454036 -0.155271 -0.4 0.2 0.0 0.038
```
Forces are in eV/Å.

* orbital gap: 8.5 eV
* structure (SMILES): O[C@@H]1C[C@H]1C=S
* LUMO energy: -0.19 eV
* energy relative to the best compared isomer or geometry (same formula, charge and spin): 55.5 kcal per mole
* HOMO level: -8.705 eV

=====

(2)
Density functional theory data (ωB97M-V/def2-TZVPD) for a structure of composition C2H4BrN3 at a distorted geometry.

XYZ file:
```
10
Properties=species:S:1:pos:R:3:forces:R:3:nbo_charge:R:1
C 0.697220 0.455537 0.442583 4.2 -3.6 -2.7 -0.325
C -0.072045 -0.103319 -0.902398 2.1 0.4 -0.2 -0.286
N -0.212486 1.037172 1.231450 -2.6 0.8 1.6 -0.075
N -1.353648 0.868139 1.151400 -0.2 -0.6 -0.4 0.155
N -1.282205 -0.577399 -0.457970 -1.4 1.2 -0.2 -0.531
Br -0.985625 -2.142767 0.462514 -0.2 -0.9 0.6 0.129
H 1.237926 -0.499242 0.924713 -1.3 2.4 -0.6 0.263
H 1.428405 1.132565 0.057622 0.7 0.6 0.3 0.232
H -0.133351 0.759487 -1.698527 -0.2 -1.7 1.6 0.217
H 0.675810 -0.930173 -1.211386 -1.2 1.4 0.1 0.221
```
Forces are in eV/Å.

* orbital gap (alpha / beta): 8.5 / 8.5 eV
* LUMO energy (alpha / beta): -0.04 / -0.04 eV
* energy relative to the best compared isomer or geometry (same formula, charge and spin): 39.1 kcal per mole
* HOMO level (alpha / beta): -8.554 / -8.554 eV

=====

(3)
Density functional theory data (ωB97M-V/def2-TZVPD) for an isolated molecule of C5H8O2.

XYZ file:
```
15
Properties=species:S:1:pos:R:3:forces:R:3:nbo_charge:R:1
C -2.081377 -0.549949 0.446279 0.1 0.0 0.0 -0.796
C -0.689178 -0.928174 0.106932 -0.1 0.3 0.3 0.203
O -0.066827 1.171139 -1.176474 0.0 0.1 -0.2 -0.694
C 0.338982 -0.270154 0.962118 -0.1 0.1 -0.1 -0.586
C 1.583615 0.076191 0.132880 0.1 -0.1 0.0 -0.504
C 1.209646 0.710958 -1.189138 0.3 0.0 -0.2 0.804
O 1.914904 0.811859 -2.160215 -0.2 0.0 0.5 -0.583
H -2.235718 0.222152 1.219889 0.1 -0.1 -0.1 0.179
H -2.578308 -0.244143 -0.486716 0.1 -0.1 0.2 0.265
H -2.589769 -1.481250 0.735146 0.0 0.1 -0.1 0.263
H -0.259547 1.472188 -2.079012 0.0 0.0 0.1 0.504
H -0.003146 0.606205 1.539510 0.0 -0.1 -0.1 0.185
H 0.594455 -1.065327 1.686429 0.0 0.1 -0.1 0.269
H 2.252115 0.766107 0.665538 -0.1 -0.1 -0.1 0.241
H 2.160587 -0.817957 -0.113578 0.0 0.1 0.0 0.249
```
Forces are in eV/Å.

* orbital gap: 8.7 eV
* LUMO energy: 0.33 eV
* energy relative to the best compared isomer or geometry (same formula, charge and spin): 73.1 kcal per mole
* HOMO level: -8.359 eV